(1)
Formula: C27H23F10IrN3O5Te
Source: the Open Molecules 2025 dataset
Level of theory: ωB97M-V with the def2-TZVPD basis set

```
70
Properties=species:S:1:pos:R:3:forces:R:3
Ir 0.1142 -1.5356 -0.6784 -0.82 -0.38 -0.97
O 3.4924 1.7700 -0.7820 0.03 -0.06 0.00
C 3.0099 0.7194 -0.7174 -0.04 0.06 0.17
O 2.5134 -0.3262 -0.6597 0.22 -0.04 -0.14
C 0.1292 1.4693 -1.3320 -0.82 0.75 -0.50
C 0.6102 2.3524 -2.3007 -0.06 -0.08 -0.05
C 0.1782 2.1871 -3.5989 0.05 -0.05 -0.06
C -0.7032 1.1499 -3.8947 0.06 0.11 -0.01
C -0.9628 0.2232 -2.9148 0.03 0.03 0.04
N -0.4909 0.3364 -1.6584 0.46 -0.34 0.91
H 1.2763 3.1487 -2.0023 -0.16 0.12 0.03
H 0.4898 2.8839 -4.3660 0.01 -0.01 -0.01
H -1.1368 1.0310 -4.8765 0.02 -0.01 -0.01
H -1.5526 -0.6568 -3.1206 0.00 0.02 0.02
F 0.9469 -5.1002 -2.4135 -0.01 0.02 -0.01
Te 1.6364 -4.6817 -0.7273 0.35 -0.04 0.19
F 0.6992 -6.1172 -0.0290 0.01 -0.01 -0.01
F 2.5337 -4.4470 0.8799 0.02 -0.02 -0.01
F 2.7393 -3.3949 -1.5176 -0.01 0.00 -0.03
F 2.9797 -5.8887 -1.1399 -0.03 -0.02 -0.04
O 0.3087 -3.5325 -0.2879 -0.18 0.11 0.31
C -0.2353 5.0597 5.6085 0.01 0.00 0.01
C -0.3607 4.2296 4.3630 -0.01 -0.01 0.02
C 0.3923 4.5072 3.2340 0.01 -0.02 -0.02
C 0.2906 3.7613 2.0653 0.04 -0.07 -0.03
C 1.1805 4.1976 0.9250 -0.01 -0.01 0.02
C -0.6268 2.6888 2.0298 0.05 -0.03 -0.05
C -1.4132 2.4013 3.1645 0.05 0.04 0.02
C -2.4163 1.2891 3.2104 -0.20 0.07 0.06
C -1.2492 3.1668 4.3083 -0.01 0.03 0.02
C -0.8839 1.8678 0.8135 -0.14 0.35 0.01
O 0.2123 1.9129 -0.0586 0.71 -0.80 0.35
O -1.8933 1.2998 0.5306 0.20 0.07 -0.13
H 0.5690 5.7885 5.5210 0.00 0.00 0.00
H -0.0353 4.4301 6.4764 0.00 0.00 0.00
H -1.1631 5.5998 5.8049 0.00 0.00 0.00
H 1.0909 5.3354 3.2589 -0.01 0.00 0.00
H 1.6937 5.1170 1.2028 -0.02 0.00 0.00
H 0.6139 4.3909 0.0148 -0.02 0.00 -0.01
H 1.9329 3.4451 0.6941 0.01 0.03 0.00
H -1.9925 0.3632 2.8473 0.04 -0.20 -0.10
H -3.2785 1.5049 2.5799 0.00 0.01 0.03
H -2.7573 1.1428 4.2347 0.01 -0.01 -0.01
H -1.8452 2.9267 5.1816 0.00 -0.01 0.00
F -2.1748 -2.5473 0.9700 -0.01 -0.03 -0.02
C -1.2838 -2.0158 1.8388 0.04 0.00 0.04
C -0.1752 -1.3510 1.3339 0.02 0.48 0.00
C 0.6501 -0.7976 2.2985 -0.08 0.00 0.02
F 1.7380 -0.0780 1.9397 0.03 0.00 -0.01
C 0.4293 -0.9254 3.6621 -0.06 0.02 -0.03
F 1.2629 -0.3668 4.5458 0.02 0.01 0.01
C -0.6755 -1.6244 4.1103 0.05 -0.01 -0.02
F -0.9129 -1.7483 5.4193 -0.01 0.01 0.01
C -1.5488 -2.1708 3.1857 0.02 -0.07 -0.02
F -2.6365 -2.8252 3.6066 0.00 0.01 0.00
C -2.0222 -4.1771 -4.9150 0.00 -0.01 0.00
C -0.9671 -3.2982 -4.3407 -0.01 0.00 0.00
C 0.1407 -2.7087 -4.9048 0.04 -0.05 0.00
C 0.8289 -2.0832 -3.8480 0.03 -0.04 0.02
N 0.1686 -2.2670 -2.7139 -0.02 0.21 -0.03
N -0.9371 -2.9784 -3.0334 0.07 -0.13 0.03
C 2.1002 -1.3132 -3.8931 -0.01 0.01 -0.02
H -1.9913 -4.1367 -6.0012 0.00 0.00 0.00
H -3.0161 -3.8731 -4.5862 0.00 0.00 0.00
H -1.8636 -5.2118 -4.6078 0.00 0.00 0.00
H 0.4426 -2.7624 -5.9368 -0.01 0.02 0.00
H -1.4742 -3.3879 -2.2834 0.02 -0.02 0.01
H 2.8764 -1.8951 -4.3895 -0.01 0.00 -0.01
H 2.4356 -1.0925 -2.8844 0.01 -0.01 0.01
H 1.9688 -0.3805 -4.4455 0.00 0.01 0.01
```
Positions in Å, forces in eV/Å.

The largest force on an atom is 0.026 Eh/bohr. The gap between HOMO and LUMO (alpha / beta) is 7.771 / 7.286 eV. The expectation value of S² is 0.752. As for the spin multiplicity: 2. For the LUMO energy (alpha / beta), the calculation gives -0.488 / -0.825 eV. The calculation puts the total energy at -2954.189706 Ha. As for the net charge: 0.



(2)
Formula: C27H23F5IrN4O3PSTe
Source: the Open Molecules 2025 dataset
Level of theory: ωB97M-V with the def2-TZVPD basis set

```
66
Properties=species:S:1:pos:R:3:forces:R:3
Ir 0.1226 -0.3781 0.6292 -1.33 -1.35 -0.18
C -1.1831 3.7467 0.7850 -0.21 -0.06 -0.02
C -0.7632 2.3698 0.4355 -0.31 -0.37 -0.04
N -0.9854 1.3159 1.1539 1.08 0.96 0.18
N -1.6154 1.4836 2.3577 -0.18 -0.38 -0.09
C -2.4409 0.5341 2.6865 0.11 0.23 0.15
N -3.1802 0.7325 3.8161 -0.01 -0.02 -0.04
S -2.7871 -0.9911 1.9080 0.01 0.10 -0.12
C -0.1206 2.0501 -0.8406 0.28 -0.01 0.04
C -0.0655 2.9163 -1.9178 0.00 -0.06 0.10
C 0.5477 2.5028 -3.0839 0.05 -0.02 0.00
C 1.1013 1.2354 -3.1444 -0.05 -0.05 -0.02
C 0.9971 0.4033 -2.0511 -0.20 0.08 -0.01
N 0.3826 0.7959 -0.9301 0.72 0.34 -0.32
H -1.3086 3.8313 1.8607 0.03 0.02 0.00
H -2.1429 3.9557 0.3045 -0.01 0.00 -0.04
H -0.4444 4.4618 0.4287 0.00 0.03 0.00
H -3.3112 1.7022 4.0607 -0.05 -0.01 -0.02
H -3.9843 0.1432 3.9614 0.04 -0.04 0.04
H -0.5340 3.8846 -1.8401 0.00 0.01 0.01
H 0.5930 3.1636 -3.9377 -0.01 0.00 -0.02
H 1.5940 0.8750 -4.0349 0.01 0.00 0.00
H 1.3842 -0.6043 -2.0567 0.03 0.04 -0.01
O 3.6706 0.5732 -0.3838 0.08 -0.09 -0.01
C 3.0792 -0.3383 0.1529 -0.09 0.13 -0.11
O 2.1187 -0.1782 1.0282 -0.06 0.66 0.34
C 3.4693 -1.7690 -0.1448 0.00 0.04 -0.14
C 4.8047 -2.0219 -0.4455 -0.03 -0.02 0.01
C 5.2245 -3.3026 -0.7565 0.05 0.07 0.00
C 4.3039 -4.3383 -0.8186 -0.03 -0.09 -0.03
C 2.9691 -4.0923 -0.5550 -0.01 -0.01 0.07
C 2.5434 -2.8156 -0.1905 -0.03 0.15 -0.19
P 0.7866 -2.5376 0.1734 0.50 -0.08 0.19
C 0.5042 -3.4894 1.6955 -0.13 -0.11 -0.14
C 0.3160 -4.8680 1.6600 -0.02 -0.04 0.00
C 0.0802 -5.5711 2.8317 0.01 -0.01 -0.02
C 0.0340 -4.9031 4.0459 0.03 0.04 0.03
C 0.2371 -3.5308 4.0910 0.00 -0.05 0.00
C 0.4704 -2.8278 2.9205 0.06 0.08 0.02
C -0.1551 -3.2896 -1.1618 0.08 0.04 -0.05
C 0.3388 -3.1892 -2.4634 0.03 -0.07 0.00
C -0.4350 -3.6057 -3.5322 -0.01 0.04 0.00
C -1.7068 -4.1137 -3.3080 -0.01 0.00 -0.03
C -2.2021 -4.2112 -2.0178 -0.02 0.02 0.01
C -1.4330 -3.7953 -0.9435 -0.05 0.03 0.02
H 5.4981 -1.1927 -0.4312 0.01 0.02 0.00
H 6.2680 -3.4926 -0.9692 0.02 0.00 0.00
H 4.6240 -5.3367 -1.0858 0.00 -0.01 0.00
H 2.2516 -4.8984 -0.6415 -0.02 -0.01 0.02
H 0.3346 -5.3984 0.7162 -0.04 0.01 -0.02
H -0.0767 -6.6406 2.7925 0.00 -0.01 0.00
H -0.1570 -5.4517 4.9585 -0.01 0.00 0.01
H 0.2062 -3.0039 5.0353 0.01 0.00 0.00
H 0.6408 -1.7564 2.9747 0.00 0.00 -0.04
H 1.3330 -2.7953 -2.6421 0.01 -0.05 0.00
H -0.0527 -3.5194 -4.5404 0.01 -0.01 -0.01
H -2.3199 -4.4192 -4.1451 0.00 -0.01 0.00
H -3.2015 -4.5842 -1.8441 -0.02 0.01 0.00
H -1.8401 -3.8387 0.0570 0.01 -0.01 0.01
F -2.2631 0.1096 -2.6736 0.00 -0.03 0.03
Te -3.3495 0.5143 -1.0761 0.01 -0.02 -0.46
F -3.9314 -1.3747 -1.1016 -0.11 0.10 0.16
F -4.7702 0.6901 -2.2656 0.14 0.09 0.00
F -4.6442 1.2866 0.2101 -0.07 -0.19 -0.01
F -2.9496 2.3960 -1.5715 -0.02 0.07 0.10
O -1.5396 -1.3301 0.9386 -0.26 -0.09 0.63
```
Positions in Å, forces in eV/Å.

The largest force on an atom is 0.037 Eh/bohr. The gap between HOMO and LUMO is 7.514 eV. For the LUMO energy, the calculation gives -1.069 eV. The calculation puts the total energy at -3098.729251 Ha. As for the net charge: 0.



(3)
Formula: C27H23F5IrN4O3PSTe
Source: the Open Molecules 2025 dataset
Level of theory: ωB97M-V with the def2-TZVPD basis set

```
66
Properties=species:S:1:pos:R:3:forces:R:3
Ir 0.2776 -1.5487 1.4590 0.05 -0.03 -0.09
C 4.4772 -1.4448 1.9687 0.00 0.01 0.00
C 3.0790 -1.6202 1.4948 -0.02 -0.02 -0.01
N 2.0471 -1.3343 2.2142 0.01 0.00 0.00
N 2.1319 -1.0403 3.5525 -0.01 0.01 0.02
C 1.2595 -1.7851 4.1905 -0.01 0.01 -0.01
N 1.2437 -1.7582 5.5366 0.02 -0.02 0.02
S 0.1819 -2.8906 3.3566 0.01 -0.01 0.01
C 2.7338 -2.3204 0.2601 0.00 0.01 0.00
C 3.6319 -2.7646 -0.6868 -0.01 -0.02 -0.01
C 3.1708 -3.5809 -1.7105 0.03 -0.06 0.05
C 1.8387 -3.9396 -1.7416 0.02 -0.08 0.08
C 0.9857 -3.4511 -0.7661 0.00 -0.04 0.03
N 1.4221 -2.6557 0.2051 0.01 0.00 0.01
H 4.4879 -0.9415 2.9298 0.00 0.00 0.00
H 5.0377 -0.8551 1.2411 0.00 -0.01 0.00
H 4.9669 -2.4155 2.0615 0.00 0.00 0.01
H 1.7557 -1.0030 5.9649 0.00 0.00 0.00
H 0.3748 -2.0060 5.9782 0.00 0.01 0.00
H 4.6696 -2.4687 -0.6275 0.00 0.00 0.00
H 3.8453 -3.9163 -2.4855 0.00 0.00 0.00
H 1.4263 -4.5406 -2.5376 0.00 0.00 -0.01
H -0.0711 -3.6694 -0.7872 -0.01 0.01 -0.01
O -0.4890 0.5213 4.2868 -0.06 0.02 0.01
C -0.7763 0.6937 3.1247 0.11 -0.04 -0.04
O -1.0388 -0.2510 2.2535 -0.01 0.06 0.07
C -0.8451 2.0770 2.5298 -0.03 0.00 0.01
C -0.9167 3.1443 3.4119 0.00 0.01 0.00
C -0.9629 4.4489 2.9462 0.00 0.00 0.00
C -0.9120 4.6909 1.5843 0.01 0.00 0.00
C -0.8195 3.6309 0.6930 0.00 0.00 0.01
C -0.7957 2.3103 1.1455 0.00 0.00 -0.02
P -0.7543 1.0024 -0.1202 -0.02 -0.04 0.06
C -0.4303 1.8356 -1.6748 -0.04 -0.03 0.04
C -1.4580 2.1678 -2.5541 0.00 -0.03 0.03
C -1.1618 2.8127 -3.7449 0.01 -0.02 -0.03
C 0.1530 3.1219 -4.0569 -0.01 -0.02 -0.02
C 1.1788 2.7850 -3.1850 0.02 -0.01 0.01
C 0.8921 2.1418 -1.9936 0.00 -0.01 -0.03
C -2.3799 0.2565 -0.2181 -0.04 0.08 -0.02
C -2.4824 -1.0174 -0.7691 0.05 0.01 -0.07
C -3.7257 -1.6150 -0.9080 -0.01 0.00 0.00
C -4.8636 -0.9426 -0.4875 -0.01 0.00 0.00
C -4.7618 0.3261 0.0689 0.00 0.01 0.00
C -3.5215 0.9305 0.2039 -0.01 0.00 0.01
H -0.9321 2.9240 4.4706 0.00 0.00 0.00
H -1.0310 5.2722 3.6452 0.00 0.00 0.00
H -0.9378 5.7042 1.2058 0.00 0.00 0.00
H -0.7668 3.8416 -0.3655 -0.01 0.00 -0.01
H -2.4818 1.8971 -2.3279 -0.01 0.01 0.02
H -1.9555 3.0426 -4.4425 0.00 0.01 0.00
H 0.3838 3.5987 -5.0000 0.00 0.00 0.00
H 2.2060 2.9983 -3.4477 0.00 0.00 0.00
H 1.6910 1.8471 -1.3249 0.00 0.00 0.00
H -1.6058 -1.5370 -1.1395 -0.02 -0.03 0.06
H -3.7965 -2.5918 -1.3670 0.01 -0.01 0.01
H -5.8357 -1.4044 -0.5999 0.00 0.00 0.00
H -5.6515 0.8464 0.3986 0.00 0.00 0.00
H -3.4431 1.9170 0.6453 0.00 0.00 -0.01
F 1.6469 -1.5719 -2.9495 -0.05 0.13 -0.09
Te -0.1893 -1.2530 -3.6608 -0.09 0.17 -0.19
F 0.3768 -2.4861 -4.9408 0.01 -0.02 0.01
F -0.8757 -2.9556 -2.8090 0.07 0.07 0.08
F 0.5700 0.0427 -4.8839 0.03 0.01 0.01
F -1.8214 -1.1917 -4.7145 0.03 -0.04 0.00
O 0.3472 -0.0615 0.0007 0.00 -0.03 -0.01
```
Positions in Å, forces in eV/Å.

The largest force on an atom is 0.005 Eh/bohr. The gap between HOMO and LUMO is 7.659 eV. For the LUMO energy, the calculation gives -0.999 eV. The calculation puts the total energy at -3098.822162 Ha. As for the net charge: 0.



Question: Look up the net charge of the first one.
Answer: 0